# 1
Molecular formula: C3H11N4
Method: DFT, ωB97M-V/def2-TZVPD

Structure (XYZ):
```
18
C3H11N4 | the OMol25 dataset | ωB97M-V/def2-TZVPD
C 2.084 1.118 -0.008
C -2.230 -0.864 -0.777
C -2.494 0.664 0.919
N 0.747 1.278 -0.366
N 2.616 -0.115 0.302
N -1.691 0.136 0.122
N 1.976 -1.280 0.257
H 2.818 1.913 0.057
H -2.088 -0.516 -1.721
H -1.580 -1.785 -0.582
H -3.156 -1.178 -0.543
H -3.472 0.338 0.902
H -2.023 1.393 1.576
H 2.016 -1.839 -0.656
H 0.461 2.265 -0.630
H 3.500 -0.023 0.715
H 0.182 0.447 -0.519
H 2.335 -1.950 0.949
```

Summary:
Kohn-Sham gap = 9.69 eV
Lowest unoccupied orbital energy = -0.133 Ha
Charge = +1
Spin multiplicity = 1

Results of the Mulliken charge analysis, in e, for atoms 1 through 8:
1. C 0.06
2. C -1.08
3. C -0.34
4. N -0.25
5. N 0.10
6. N -0.26
7. N -0.61
8. H 0.36

# 2
Molecular formula: C3H11N7
Method: DFT, ωB97M-V/def2-TZVPD

Structure (XYZ):
```
21
C3H11N7 | the OMol25 dataset | ωB97M-V/def2-TZVPD
H 1.036 -3.828 1.084
N 1.551 -2.946 0.691
N 1.033 -1.863 0.905
C 1.198 -0.628 0.587
N 2.328 -0.067 1.002
N 0.248 0.158 0.003
N 0.253 1.542 -0.134
C 0.751 2.075 -1.413
N -0.980 -0.477 -0.341
C -2.115 -0.224 0.304
N -3.324 -0.633 -0.071
H 3.019 -0.672 1.237
H 2.425 0.963 1.051
H 0.615 1.998 0.711
H 0.067 2.616 -2.016
H 1.494 2.763 -1.237
H 1.258 1.277 -1.906
H -1.192 -0.930 -1.328
H -2.191 0.509 1.158
H -4.063 -0.390 0.650
H -3.410 -1.242 -0.936
```

Summary:
SMILES = [H]/N=N/C(N)=[N+](/NC)NC=[NH2+]
Kohn-Sham gap = 8.74 eV
Lowest unoccupied orbital energy = -0.324 Ha
Charge = +2
Spin multiplicity = 1

Results of the Mulliken charge analysis, in e, for atoms 1 through 8:
1. H 0.34
2. N -0.54
3. N 0.27
4. C 0.74
5. N -0.27
6. N 0.56
7. N -0.66
8. C -0.91

# 3
Molecular formula: C3H11NO
Method: DFT, ωB97M-V/def2-TZVPD

Structure (XYZ):
```
16
C3H11NO | the OMol25 dataset | ωB97M-V/def2-TZVPD
C -0.255 0.137 -1.418
N 0.170 -0.037 -0.049
C 1.452 -0.681 0.069
C 0.134 1.205 0.676
H -0.236 -0.832 -1.937
H 0.449 0.740 -2.030
H -1.254 0.551 -1.436
H 1.663 -0.930 1.111
H 1.488 -1.560 -0.564
H 2.278 -0.020 -0.261
H 0.273 1.079 1.754
H -0.833 1.706 0.526
H 0.876 1.914 0.295
H -1.425 -1.394 0.692
H -2.640 -0.533 1.230
O -2.140 -1.344 1.344
```

Summary:
Kohn-Sham gap (spin up / spin down) = 3.05 / 9.33 eV
Lowest unoccupied orbital energy (spin up / spin down) = 0.159 / 0.158 Ha
Charge = -1
Spin multiplicity = 2
<S²> = 0.75

Results of the Mulliken charge analysis, in e, for atoms 1 through 8:
1. C -3.08
2. N 4.55
3. C -2.24
4. C -2.79
5. H 0.30
6. H 0.38
7. H 0.54
8. H 0.19

# 4
Molecular formula: C3H11NO
Method: DFT, ωB97M-V/def2-TZVPD

Structure (XYZ):
```
16
C3H11NO | the OMol25 dataset | ωB97M-V/def2-TZVPD
C 1.259 -0.029 -0.053
N -0.086 0.397 -0.152
C -0.513 1.823 -0.275
C -0.947 -0.404 -0.994
H 1.500 -0.781 -0.754
H 1.313 -0.478 0.926
H 1.993 0.835 -0.177
H -1.526 2.097 0.175
H 0.239 2.595 0.135
H -0.479 2.074 -1.379
H -2.081 -0.018 -0.912
H -0.813 -1.464 -0.829
H -0.771 -0.156 -2.048
O -0.045 -2.104 2.198
H 0.555 -1.421 2.001
H 0.402 -2.966 2.139
```

Summary:
SMILES = CN(C)C.O
Kohn-Sham gap = 8.90 eV
Lowest unoccupied orbital energy = 0.033 Ha
Charge = 0
Spin multiplicity = 1

Results of the Mulliken charge analysis, in e, for atoms 1 through 8:
1. C -0.82
2. N 0.11
3. C -0.93
4. C -1.00
5. H 0.38
6. H 0.08
7. H 0.34
8. H 0.26

Energy above the lowest of the compared OMol25 structures with the same formula, charge and spin for the records above, in order: 75.5, 44.9, 7.8, 45.1 kcal per mole
Largest force on an atom for the records above, in order: 5.4, 5.3, 1.2, 3.4 eV Å⁻¹